No. 1
A cluster of 2 separate species, C21H40F3NO8S2 in total, computed with ωB97M-V/def2-TZVPD.

Values from the calculation:
LUMO energy: 0.3 eV
Orbital gap: 9.57 eV
ΔE to the lowest compared entry with this formula, charge and spin: 0.00 kcal/mol
Highest occupied orbital energy: -9.2 eV

CARTESIAN COORDINATES (ANGSTROEM)
C (-6.40, 1.51, 2.02)
C (-5.68, 2.71, 1.41)
C (-4.28, 2.88, 2.01)
C (-3.16, 2.59, 1.00)
O (-2.12, 1.94, 1.70)
C (-0.91, 1.70, 1.04)
S (0.11, 3.15, 1.67)
C (0.64, 2.77, 3.32)
O (1.23, 3.43, 0.80)
O (-0.80, 4.26, 1.83)
C (-1.08, 1.80, -0.50)
O (-0.90, 2.75, -1.23)
O (-1.55, 0.59, -0.86)
C (-1.24, -0.45, 0.13)
C (-0.68, -1.58, -0.77)
C (-0.84, -3.04, -0.33)
O (-1.61, -3.79, -1.27)
C (-2.64, -0.89, 0.61)
O (-3.39, -1.37, -0.48)
C (-4.47, -0.55, -0.86)
C (-0.34, 0.26, 1.19)
C (1.16, 0.41, 0.87)
C (2.09, -0.74, 0.44)
C (2.10, -2.07, 1.15)
S (2.86, -1.94, 2.80)
C (-0.55, -0.37, 2.57)
F (-1.71, 0.00, 3.16)
F (-0.58, -1.73, 2.46)
F (0.45, -0.06, 3.43)
H (-6.63, 1.68, 3.06)
H (-5.80, 0.61, 1.93)
H (-7.34, 1.35, 1.49)
H (-5.61, 2.60, 0.34)
H (-6.26, 3.59, 1.68)
H (-4.12, 2.22, 2.86)
H (-4.16, 3.89, 2.37)
H (-3.59, 1.98, 0.22)
H (-2.84, 3.55, 0.60)
H (-0.14, 2.24, 3.85)
H (0.77, 3.74, 3.77)
H (1.60, 2.26, 3.33)
H (0.34, -1.41, -1.06)
H (-1.24, -1.50, -1.69)
H (-1.28, -3.18, 0.65)
H (0.15, -3.50, -0.30)
H (-1.01, -4.23, -1.86)
H (-2.58, -1.67, 1.35)
H (-3.16, -0.07, 1.09)
H (-4.10, 0.32, -1.40)
H (-5.06, -1.12, -1.56)
H (-5.09, -0.25, -0.02)
H (1.22, 1.11, 0.04)
H (1.67, 0.94, 1.66)
H (3.10, -0.35, 0.55)
H (2.03, -0.93, -0.63)
H (1.16, -2.61, 1.16)
H (2.78, -2.71, 0.59)
H (2.37, -3.04, 3.39)
C (3.52, 0.07, -3.70)
O (3.55, -1.14, -2.96)
C (4.42, -2.13, -3.46)
C (5.91, -1.93, -3.15)
C (6.58, -0.85, -3.99)
N (6.16, -1.65, -1.73)
H (3.61, -0.11, -4.77)
H (4.31, 0.76, -3.38)
H (2.56, 0.55, -3.50)
H (4.10, -3.06, -2.96)
H (4.25, -2.28, -4.53)
H (6.40, -2.88, -3.40)
H (6.37, 0.15, -3.61)
H (7.67, -0.97, -3.95)
H (6.27, -0.90, -5.03)
H (5.83, -2.44, -1.17)
H (5.56, -0.88, -1.46)

=====

No. 2
A structure of composition C21H40F6N7O4S5SnTe, computed with ωB97M-V/def2-TZVPD.

Values from the calculation:
Charge: -1
LUMO energy: 2.1 eV
Orbital gap: 5.93 eV
ΔE to the lowest compared entry with this formula, charge and spin: 9.02 kcal/mol
Highest occupied orbital energy: -3.8 eV

CARTESIAN COORDINATES (ANGSTROEM)
Sn (0.89, 0.20, -0.44)
C (-1.46, 3.31, -0.34)
C (-2.26, 2.18, 0.32)
N (-1.48, 1.34, 1.21)
C (-1.04, 1.87, 2.49)
C (0.16, 2.82, 2.37)
N (1.21, 2.32, 1.50)
C (1.90, 3.32, 0.71)
C (0.97, 3.86, -0.43)
N (-0.11, 2.93, -0.74)
H (-2.04, 3.66, -1.20)
H (-1.39, 4.15, 0.36)
H (-3.13, 2.64, 0.82)
H (-2.64, 1.53, -0.47)
H (-1.94, 0.45, 1.34)
H (-1.84, 2.40, 3.04)
H (-0.73, 1.01, 3.09)
H (-0.19, 3.77, 1.95)
H (0.52, 3.04, 3.38)
H (1.87, 1.74, 2.01)
H (2.26, 4.17, 1.31)
H (2.76, 2.83, 0.25)
H (0.55, 4.83, -0.13)
H (1.58, 4.03, -1.31)
H (-0.08, 2.63, -1.70)
C (-1.80, -4.67, 0.21)
C (-0.44, -5.05, -0.41)
S (0.72, -3.67, -0.63)
C (0.40, -3.16, -2.34)
C (-1.06, -2.97, -2.70)
S (-1.96, -1.81, -1.63)
C (-3.64, -2.42, -1.94)
C (-4.13, -3.43, -0.90)
S (-3.24, -5.02, -0.87)
H (-1.82, -3.61, 0.43)
H (-1.96, -5.23, 1.14)
H (-0.58, -5.54, -1.38)
H (0.08, -5.75, 0.24)
H (0.83, -3.91, -3.01)
H (0.98, -2.23, -2.46)
H (-1.57, -3.93, -2.63)
H (-1.15, -2.59, -3.72)
H (-3.67, -2.85, -2.95)
H (-4.29, -1.54, -1.94)
H (-5.16, -3.70, -1.10)
H (-4.07, -3.00, 0.10)
F (-1.74, 3.34, -4.55)
C (-0.99, 2.25, -4.74)
F (-1.02, 1.92, -6.02)
F (0.27, 2.57, -4.41)
S (-1.56, 0.80, -3.65)
O (-0.48, 0.75, -2.68)
O (-1.71, -0.30, -4.55)
N (-2.89, 1.28, -2.93)
S (-4.20, 1.38, -3.84)
O (-3.93, 1.63, -5.23)
O (-5.19, 0.41, -3.49)
C (-4.92, 2.96, -3.22)
F (-4.01, 3.94, -3.11)
F (-5.87, 3.35, -4.07)
F (-5.48, 2.79, -2.01)
Te (3.20, 0.43, -1.75)
C (5.94, -0.64, 2.64)
C (5.44, 0.61, 1.94)
N (4.00, 0.56, 1.76)
C (3.22, -0.41, 2.36)
N (2.08, -0.68, 1.82)
C (1.28, -1.72, 2.46)
C (1.41, -1.66, 3.97)
C (2.87, -1.84, 4.33)
N (3.70, -0.96, 3.52)
C (5.10, -0.84, 3.89)
H (6.99, -0.55, 2.90)
H (5.81, -1.50, 1.98)
H (5.89, 0.72, 0.95)
H (5.71, 1.49, 2.54)
H (3.72, 0.65, 0.77)
H (1.58, -2.71, 2.09)
H (0.24, -1.58, 2.15)
H (0.81, -2.44, 4.46)
H (1.06, -0.69, 4.33)
H (3.17, -2.89, 4.17)
H (3.05, -1.61, 5.38)
H (5.39, -1.75, 4.41)
H (5.25, 0.00, 4.58)